1.
12
Properties=species:S:1:pos:R:3:mulliken_charge:R:1 method="wB97M-V/def2-TZVPD" fmax_ev_per_a=8.97 smiles="NC(=S)N1CC1" orbital_gap_ev=9.365 relative_energy_kcal_mol=104.5 total_energy_ev=-17019.5077 molar_mass_g_mol=102.16
S -2.29 -0.82 -0.09 -0.433
N -1.18 1.42 -0.19 -0.433
N 0.19 -0.09 -0.90 -0.296
C 1.33 0.00 0.15 -0.404
C -1.07 0.11 -0.36 0.477
C 0.61 -1.29 -0.15 -0.412
H -1.95 1.62 0.21 0.157
H 0.89 0.26 1.11 0.280
H 2.43 0.19 0.10 0.275
H -0.07 -1.63 0.72 0.238
H 1.46 -2.02 -0.67 0.238
H -0.34 2.25 0.08 0.313

2.
12
Properties=species:S:1:pos:R:3:mulliken_charge:R:1 method="wB97M-V/def2-TZVPD" fmax_ev_per_a=0.76 orbital_gap_ev=9.664 relative_energy_kcal_mol=56.4 total_energy_ev=-17021.5955 molar_mass_g_mol=102.16
S -2.12 -0.42 0.00 -0.128
N -1.13 0.97 0.00 -0.423
N 0.88 -0.30 -0.01 -0.385
C 2.15 -0.24 0.73 -0.382
C 2.15 -0.23 -0.73 -0.374
C 0.13 0.89 0.00 0.171
H 2.36 0.69 1.24 0.264
H 2.38 0.70 -1.23 0.267
H 2.40 -1.14 1.29 0.226
H 0.69 1.82 0.01 0.367
H -1.16 -1.40 -0.01 0.171
H 2.39 -1.13 -1.28 0.226

3.
12
Properties=species:S:1:pos:R:3:mulliken_charge:R:1 method="wB97M-V/def2-TZVPD" fmax_ev_per_a=3.53 orbital_gap_ev="5.354 / 7.266" relative_energy_kcal_mol=73.3 total_energy_ev=-17016.5839 molar_mass_g_mol=102.16 s_squared=2.004 spin_multiplicity=3
S -1.12 -0.62 1.57 -0.291
N 0.27 1.13 -0.07 -0.253
N 1.12 0.90 1.08 -0.526
C -0.30 0.95 1.22 0.240
C -0.03 -0.03 -0.93 -0.434
C -0.61 -1.20 -0.15 -0.589
H 1.53 1.74 1.33 0.235
H -0.84 1.88 1.64 0.350
H -0.57 0.47 -1.69 0.332
H 0.11 -2.05 -0.13 0.341
H 0.82 -0.52 -1.44 0.220
H -1.52 -1.50 -0.50 0.375